Entry from the Open Molecules 2025 dataset: 11 unconnected molecules or ions with the total composition C52H125N7O11 (wB97M-V/def2-TZVPD).

Each line ends with the Löwdin charge.
Positions of all 195 atoms, in Å:
O  1.5717  1.1119  -0.1500  -0.228
O  0.5849  2.3347  -4.4502  -0.168
O  -1.6632  5.2386  -0.9712  -0.133
O  4.6692  0.8773  -4.8887  -0.176
O  -6.0596  -3.0868  2.6139  -0.013
O  -3.4606  3.2255  2.0713  -0.059
O  5.0884  -4.0252  -3.0573  -0.009
O  0.2207  4.3552  3.8230  -0.088
O  -2.6833  0.2160  -2.4160  -0.136
O  -1.3311  -3.1248  1.2707  -0.162
O  6.8465  -1.0038  5.5210  -0.018
N  3.9760  -3.1826  -2.8867  -0.089
N  -0.8040  -0.9168  -0.3864  0.077
N  -6.2797  -3.5932  1.3173  -0.116
N  7.1461  -0.4181  4.2707  -0.102
N  -4.7994  3.2178  2.5259  -0.076
N  2.6999  2.6498  -6.4378  0.045
N  1.5012  3.6890  -2.0572  0.053
C  5.0811  0.0305  -3.8580  -0.120
C  -7.2856  -1.5976  0.4698  -0.052
C  5.6274  1.3607  4.6949  -0.043
C  -0.7293  0.4041  0.2787  -0.381
C  -6.3759  -3.1588  -1.1399  -0.120
C  -2.8658  4.7486  -0.4066  -0.115
C  -0.1082  4.2595  2.4577  -0.179
C  2.8920  1.3209  0.2889  -0.110
C  3.9215  3.0108  -5.6913  -0.419
C  -6.1202  -2.5614  0.2830  -0.487
C  4.7183  -0.6222  3.5138  -0.031
C  -4.2895  -4.9856  1.3225  -0.034
C  -5.0419  2.3558  3.6957  -0.507
C  -4.1417  2.7770  4.8642  -0.022
C  5.9638  0.2388  3.6953  -0.513
C  4.6338  -2.4035  -0.6450  -0.037
C  1.2864  -2.3617  -2.4513  -0.172
C  1.7822  -2.5638  -3.8838  -0.124
C  0.3881  5.6078  -2.9082  -0.049
C  3.5294  -3.0421  -1.5077  -0.506
C  3.1773  -4.3494  -0.8063  -0.027
C  8.2504  -0.6927  2.0623  -0.126
C  -7.1330  3.4978  1.9478  -0.143
C  -5.4174  4.6245  0.6377  -0.046
C  -6.4858  -5.8993  2.1927  -0.033
C  3.6393  -3.1368  -5.3326  -0.026
C  -7.5216  2.5491  3.0800  -0.172
C  -4.8169  0.8831  3.3796  -0.015
C  4.2155  2.1471  -4.4721  -0.212
C  -5.7560  -4.5354  -1.3384  -0.191
C  -5.8162  -4.9762  1.1680  -0.509
C  -0.7278  4.2040  -1.1328  -0.211
C  -5.7086  3.3410  1.3777  -0.467
C  0.4186  1.0873  -3.8091  -0.152
C  9.2257  -1.6466  4.0978  -0.053
C  3.7478  4.4698  -5.2844  -0.067
C  -3.3193  1.4197  -1.9530  -0.133
C  0.5830  4.7799  -1.6353  -0.375
C  2.4777  -4.9231  -3.9523  -0.032
C  -5.7273  2.0732  0.4759  0.000
C  -6.4765  2.5967  4.1897  -0.141
C  -4.7472  -1.8858  0.3088  -0.023
C  0.6514  0.7126  0.8541  -0.176
C  2.3789  -2.0363  -1.4626  -0.139
C  7.1050  0.0938  1.3688  -0.151
C  7.1755  -2.6679  3.1182  -0.024
C  6.3517  0.9325  2.3923  -0.145
C  3.0106  -3.4743  -3.9674  -0.500
C  -6.1690  -5.4920  -0.2418  -0.140
C  7.9058  -1.3369  3.4162  -0.514
C  -1.7177  0.3663  1.4318  -0.057
C  -0.5282  -4.2048  0.8658  -0.181
H  -3.8536  0.8474  2.8620  0.060
H  3.3055  -5.5914  -3.6876  0.083
H  -0.6028  4.4456  4.3077  0.071
H  -1.3265  -0.0659  2.3555  0.100
H  -0.5451  3.6742  -0.1827  0.104
H  7.2772  -0.4034  6.1385  0.109
H  4.7535  2.9144  -6.3927  0.140
H  -5.6309  -6.4312  -0.3857  0.122
H  -7.3272  4.5207  2.2819  0.119
H  -7.4894  1.4858  2.8186  0.094
H  4.3963  -3.8449  -5.6700  0.085
H  -5.8736  -2.4822  -1.8328  0.118
H  -4.7398  -0.9711  -0.2958  0.074
H  -6.9510  -2.9260  2.9436  0.105
H  2.9142  1.7164  -6.7854  0.069
H  2.9204  -3.0202  -6.1429  0.090
H  5.5619  -2.9751  -0.6846  0.085
H  -5.3913  5.5467  1.2243  0.108
H  6.6239  -3.0031  4.0033  0.083
H  -7.5714  -5.7969  2.1436  0.084
H  -4.3873  1.3952  -2.1738  0.080
H  2.4050  4.1336  -2.1943  0.081
H  4.6683  4.9076  -4.8920  0.078
H  -3.6197  5.4552  -0.0639  0.071
H  3.3411  5.0510  -6.1091  0.079
H  5.3884  1.3064  2.0215  0.104
H  -8.2054  -2.1856  0.4719  0.086
H  -2.6238  4.1270  0.4637  0.079
H  5.2656  -0.9743  -4.2288  0.065
H  -4.1944  2.0576  5.6764  0.092
H  -4.7908  1.5396  0.6468  0.061
H  4.8181  -1.3915  -1.0163  0.072
H  -3.9367  -4.3451  2.1317  0.088
H  4.2780  -0.0392  -3.1053  0.068
H  0.7433  4.4632  1.8069  0.082
H  7.4307  0.7476  0.5629  0.112
H  -0.2609  6.4770  -2.7849  0.079
H  4.8902  2.6905  -3.7954  0.127
H  8.4136  -1.4766  1.3195  0.117
H  -4.4551  3.7639  5.2099  0.085
H  1.6791  -5.0928  -3.2325  0.067
H  0.6068  1.5333  1.5808  0.112
H  4.0806  -2.1499  -5.1646  0.058
H  -0.2717  0.4440  -4.3619  0.083
H  -1.6670  -0.8635  -0.9275  0.069
H  -5.6041  0.4580  2.7587  0.064
H  1.0632  -0.1762  1.3507  0.135
H  5.8321  -3.4395  -3.2377  0.105
H  -0.7293  -5.0340  1.5472  0.077
H  -7.4810  -0.8451  -0.3015  0.084
H  -2.8411  0.2117  -3.3658  0.086
H  -8.5358  2.8072  3.3808  0.114
H  -0.6997  -4.5284  -0.1675  0.073
H  4.6657  -1.2744  2.6375  0.059
H  -3.6958  -4.5834  0.4978  0.055
H  1.1229  5.3696  -0.8891  0.136
H  2.1979  -5.3197  -4.9302  0.085
H  -5.9948  -4.9502  -2.3206  0.112
H  2.9789  4.5432  -4.5148  0.046
H  -2.8604  2.2775  -2.4441  0.073
H  4.7835  1.9718  4.3625  0.084
H  1.1916  2.8571  -3.8802  0.029
H  -6.2837  -5.5990  3.2252  0.077
H  5.9423  0.4129  -3.2956  0.092
H  9.1785  -0.1326  2.1902  0.115
H  4.2892  -2.3094  0.3848  0.073
H  -7.8920  3.3308  1.1764  0.123
H  6.4750  2.0248  4.8621  0.087
H  -0.0696  -0.8843  -1.0904  0.039
H  0.5355  -3.9631  0.9946  0.060
H  -6.5644  1.4482  0.7774  0.063
H  2.7282  -1.0437  -1.7788  0.104
H  -4.6633  -4.4897  -1.3324  0.101
H  3.3845  0.4461  0.7239  0.077
H  -7.2467  -5.6729  -0.2879  0.121
H  -0.0361  4.9549  -3.6704  0.083
H  4.0215  -5.0414  -0.8685  0.090
H  1.9065  2.5451  -5.7861  0.040
H  -0.8965  4.9662  2.1752  0.084
H  9.7055  -0.7718  4.5529  0.087
H  0.8154  -3.2752  -2.0717  0.108
H  1.3929  0.5889  -3.8000  0.064
H  5.2911  0.9557  5.6508  0.081
H  -0.0561  1.1155  -2.8217  0.059
H  9.9688  -1.9846  3.3755  0.087
H  -3.9557  -6.0264  1.3770  0.087
H  -6.0930  -6.9100  2.1019  0.084
H  3.3166  1.9230  -3.8769  0.105
H  -4.5355  -1.5410  1.3235  0.073
H  2.0278  -1.5888  -4.3118  0.106
H  -3.1104  2.9247  4.5340  0.069
H  -3.1508  1.4875  -0.8808  0.059
H  -2.5976  -0.2332  1.1849  0.062
H  -3.3856  4.1102  -1.1265  0.102
H  2.8974  2.2157  0.9258  0.095
H  -0.9759  1.1944  -0.4397  0.111
H  7.8696  -3.5002  2.9895  0.085
H  2.9021  -4.2298  0.2414  0.079
H  -7.4431  -3.2356  -1.3450  0.115
H  3.7882  -0.0504  3.5081  0.081
H  -6.1252  4.7564  -0.1821  0.109
H  0.5463  -1.5666  -2.4652  0.078
H  9.0951  -2.2980  4.9642  0.083
H  3.4663  1.5913  -0.6027  0.085
H  -7.2625  -0.9886  1.3801  0.064
H  -1.0852  3.3537  -1.7282  0.112
H  1.0824  -3.0939  -4.5295  0.125
H  -4.4065  4.6846  0.2180  -0.034
H  -1.1499  -2.3495  0.6943  0.012
H  1.3244  6.0464  -3.2519  0.072
H  -3.9155  -2.4791  -0.0689  0.073
H  1.6889  2.9741  -1.3589  0.051
H  -4.7142  0.2675  4.2742  0.094
H  4.6294  -1.3307  4.3430  0.087
H  1.9774  -1.9008  -0.4571  0.117
H  6.4734  -2.5755  2.2924  0.061
H  -2.1125  1.3482  1.7152  0.050
H  -0.4720  3.2722  2.1436  0.051
H  6.8895  1.8737  2.5438  0.120
H  -6.6435  1.7721  4.8898  0.124
H  6.4538  -0.7051  1.0039  0.081
H  -2.9964  3.8029  2.6860  0.085
H  2.3573  -4.9116  -1.2608  0.066
H  -5.7790  2.3025  -0.5886  0.077
H  -6.5782  3.5299  4.7486  0.116

Output
E_tot ... -88895.293 eV
Total charge ... 0
M ... 1024.610 g mol⁻¹
Gap between HOMO and LUMO ... 8.31 eV
Structure (SMILES) ... CC1(C)CCCC(C)(C)N1O.CC1(C)CCCC(C)(C)N1O.CC1(C)CCCC(C)(C)N1O.CC1(C)CCCC(C)(C)N1O.COC[C@H](C)N.COC[C@H](C)N.COC[C@H](C)N.CO.CO.CO.CO
Energy above the lowest of the compared OMol25 structures with the same formula, charge and spin ... 0.0 kJ/mol
Highest occupied orbital energy ... -8.0221 eV